No. 1
Here is a structure of composition C11H35CoN8O6 at a distorted geometry from the Open Molecules 2025 dataset. Energies are from ωB97M-V/def2-TZVPD.

Geometry as XYZ:
```
61
Properties=species:S:1:pos:R:3:mulliken_spin:R:1
Co -26.50960 6.94154 12.67158 2.7455
O -27.65091 8.54338 12.56879 0.0959
H -27.82114 9.38402 13.03662 0.0002
C -24.93115 7.26383 8.48870 0.0017
C -24.65488 6.71172 9.94775 -0.0071
C -23.19024 7.24881 10.36746 0.0024
O -22.75216 6.23857 11.28132 0.0009
C -21.39606 6.32829 11.78629 0.0000
N -25.66675 7.41678 10.73597 0.0461
H -25.67483 6.73733 7.89051 0.0000
H -24.05526 7.14908 7.85014 -0.0002
H -25.26403 8.29593 8.59854 -0.0001
H -24.69168 5.62272 9.91895 0.0027
H -23.35194 8.17775 10.91427 0.0001
H -22.53448 7.41271 9.51234 0.0000
H -20.68695 6.20152 10.96825 0.0000
H -21.28751 5.67090 12.64895 0.0000
H -21.30023 7.39756 11.97492 0.0000
H -26.39122 7.19271 10.06886 -0.0064
H -25.43830 8.36448 10.47184 -0.0003
C -24.97905 3.34957 11.47040 0.0010
C -25.24048 3.88944 12.86858 -0.0023
C -24.24459 3.24994 13.91333 0.0006
O -24.62850 3.76761 15.16632 -0.0004
C -23.90745 3.35320 16.36274 0.0002
N -25.06185 5.33901 12.77858 0.0406
H -25.48602 3.89107 10.67174 -0.0003
H -25.09002 2.26533 11.45614 0.0000
H -23.90949 3.46266 11.29338 -0.0004
H -26.27277 3.64756 13.12151 0.0021
H -23.23429 3.61791 13.73449 0.0002
H -24.41000 2.17299 13.94338 0.0001
H -23.88751 2.28925 16.59879 -0.0001
H -24.28022 3.94636 17.19779 0.0000
H -22.86275 3.63380 16.22867 0.0000
H -24.69830 5.53773 13.69969 0.0000
H -24.23526 5.30841 12.19901 -0.0058
C -24.25579 8.84864 14.20368 0.0042
O -25.00177 8.01778 13.82837 0.0241
N -23.26270 8.59358 14.96898 -0.0001
N -24.31547 10.01878 13.79408 -0.0008
H -22.62086 9.34040 15.19350 0.0003
H -23.19086 7.66269 15.35418 0.0000
H -23.77317 10.74840 14.23417 0.0002
H -24.93959 10.05586 13.00086 -0.0009
C -28.61972 4.89792 11.31304 0.0011
O -27.83882 5.64130 11.80446 0.0290
N -28.97550 5.04720 10.08645 0.0001
N -29.22913 3.89056 11.92104 -0.0002
H -28.43895 5.70519 9.53939 0.0001
H -29.79423 4.58508 9.71739 0.0002
H -29.12893 3.77787 12.91972 0.0000
H -29.79337 3.24706 11.38471 0.0003
C -27.81417 6.27628 15.69168 0.0087
O -27.33034 6.18236 14.52234 0.0137
N -27.17269 5.88389 16.73785 0.0008
N -29.01345 6.68134 15.96348 0.0014
H -27.43251 6.27904 17.63029 0.0005
H -26.31740 5.34756 16.70711 0.0002
H -29.27549 6.37541 16.88968 0.0002
H -29.60791 6.62192 15.14913 -0.0001
```

Calculated values
Maximum force in eV Å⁻¹: 7.399
Lowest unoccupied orbital energy (alpha / beta) in eV: -1.799 / -1.798
Total charge: +1
Calculated total energy in Ha: -2712.19659
2S+1: 4
Relative energy (zero: lowest compared OMol25 entry of this formula, charge and spin) in eV: 1.950


No. 2
Here is a structure of composition C4H6CoO2 at a distorted geometry from the Open Molecules 2025 dataset. Energies are from ωB97M-V/def2-TZVPD.

Geometry as XYZ:
```
13
Properties=species:S:1:pos:R:3:mulliken_spin:R:1
O 1.96615 0.26532 -1.45744 0.0013
C 1.77644 0.15321 -0.04983 -0.0530
H 2.76864 -0.21539 -1.68237 0.0001
H 2.00435 1.14939 0.36652 0.0028
C 0.41504 -0.33348 0.33640 0.0927
C -0.67034 0.41539 0.04596 -0.0065
C -2.11778 -0.02132 0.23454 0.0083
O -2.29358 -1.22085 0.91896 0.1766
Co -0.54713 -1.76732 1.32985 2.7650
H -0.56913 1.43061 -0.37846 0.0027
H 2.49375 -0.59653 0.36366 0.0035
H -2.57956 -0.07033 -0.77580 0.0031
H -2.64684 0.81130 0.74802 0.0035
```

Calculated values
Maximum force in eV Å⁻¹: 1.471
Lowest unoccupied orbital energy (alpha / beta) in eV: -0.771 / -0.770
Calculated total energy in Ha: -1689.11828
2S+1: 4
Relative energy (zero: lowest compared OMol25 entry of this formula, charge and spin) in eV: 0.000